Below is a structure of composition C69H63GeKP2Sb2, with properties calculated with wB97M-V/def2-TZVPD.

Cartesian coordinates (Å):
K: -0.492 -0.866 0.479
C: 1.594 -3.170 -0.477
C: 3.108 -3.027 -0.591
C: 3.729 -2.483 0.700
Sb: 2.915 -0.545 1.223
C: 3.489 0.396 -0.605
C: 4.823 0.676 -0.903
C: 5.165 1.283 -2.104
C: 4.177 1.624 -3.020
C: 2.848 1.346 -2.738
C: 2.508 0.731 -1.539
C: 4.513 0.146 2.439
C: 4.781 1.512 2.517
C: 5.794 1.984 3.340
C: 6.544 1.095 4.101
C: 6.281 -0.265 4.032
C: 5.270 -0.738 3.205
Sb: 0.425 -3.843 -2.172
C: 1.249 -2.492 -3.606
C: 0.407 -1.506 -4.123
C: 0.872 -0.598 -5.067
C: 2.186 -0.669 -5.504
C: 3.035 -1.644 -4.995
C: 2.569 -2.553 -4.055
C: 1.617 -5.553 -2.618
C: 2.103 -6.353 -1.586
C: 2.838 -7.497 -1.867
C: 3.090 -7.855 -3.184
C: 2.604 -7.067 -4.219
C: 1.868 -5.923 -3.937
H: 1.182 -2.179 -0.292
H: 1.315 -3.781 0.388
H: 3.347 -2.356 -1.420
H: 3.555 -3.994 -0.837
H: 4.810 -2.366 0.597
H: 3.538 -3.162 1.535
H: 5.601 0.430 -0.190
H: 6.204 1.498 -2.321
H: 4.445 2.106 -3.952
H: 2.068 1.608 -3.440
H: 1.454 0.524 -1.367
H: 4.210 2.215 1.920
H: 5.999 3.045 3.387
H: 7.334 1.464 4.742
H: 6.868 -0.962 4.618
H: 5.084 -1.805 3.153
H: -0.631 -1.452 -3.809
H: 0.203 0.155 -5.468
H: 2.550 0.031 -6.245
H: 4.061 -1.701 -5.336
H: 3.235 -3.323 -3.682
H: 1.916 -6.088 -0.550
H: 3.214 -8.109 -1.056
H: 3.664 -8.746 -3.403
H: 2.797 -7.342 -5.248
H: 1.500 -5.315 -4.756
C: -2.061 2.964 -2.320
P: -1.637 1.439 -1.388
C: -1.500 2.065 0.336
C: -2.562 2.215 1.231
C: -2.349 2.735 2.500
C: -1.075 3.124 2.892
C: -0.006 2.964 2.021
C: -0.215 2.424 0.758
C: -3.185 0.462 -1.354
C: -3.023 -0.915 -1.512
C: -4.105 -1.787 -1.456
C: -5.380 -1.278 -1.264
C: -5.566 0.096 -1.149
C: -4.481 0.958 -1.196
P: -0.549 4.049 -2.415
C: -0.868 5.341 -1.158
C: 0.069 6.376 -1.105
C: -0.046 7.390 -0.168
C: -1.091 7.377 0.748
C: -2.021 6.349 0.711
C: -1.912 5.340 -0.239
C: -0.936 4.965 -3.956
C: -2.002 5.858 -4.058
C: -2.272 6.491 -5.261
C: -1.477 6.241 -6.374
C: -0.411 5.360 -6.281
C: -0.140 4.727 -5.073
H: -2.952 3.477 -1.952
H: -2.258 2.649 -3.348
H: -3.562 1.917 0.947
H: -3.183 2.835 3.183
H: -0.915 3.540 3.878
H: 0.993 3.249 2.325
H: 0.632 2.291 0.091
H: -2.038 -1.316 -1.738
H: -3.949 -2.850 -1.586
H: -6.232 -1.944 -1.222
H: -6.565 0.496 -1.028
H: -4.646 2.027 -1.120
H: 0.894 6.388 -1.809
H: 0.684 8.189 -0.147
H: -1.179 8.165 1.484
H: -2.839 6.329 1.420
H: -2.651 4.551 -0.241
H: -2.613 6.069 -3.187
H: -3.099 7.185 -5.332
H: -1.687 6.739 -7.311
H: 0.215 5.171 -7.143
H: 0.700 4.046 -4.993
C: -2.978 -4.681 1.986
Ge: -2.340 -2.882 2.399
C: -0.602 -2.688 3.245
C: -0.254 -1.449 3.796
C: 1.000 -1.248 4.356
C: 1.930 -2.280 4.366
C: 1.600 -3.514 3.813
C: 0.345 -3.717 3.255
C: -3.686 -1.674 3.124
C: -4.280 -0.790 2.257
C: -5.270 0.117 2.699
C: -5.646 0.130 4.010
C: -5.056 -0.762 4.942
C: -5.438 -0.763 6.306
C: -4.865 -1.628 7.193
C: -3.877 -2.536 6.757
C: -3.489 -2.557 5.447
C: -4.065 -1.676 4.499
H: -3.337 -5.185 2.886
H: -2.193 -5.286 1.534
H: -3.809 -4.598 1.287
H: -0.986 -0.644 3.820
H: 1.251 -0.287 4.790
H: 2.906 -2.125 4.809
H: 2.318 -4.326 3.833
H: 0.096 -4.689 2.844
H: -4.004 -0.785 1.207
H: -5.729 0.792 1.987
H: -6.406 0.819 4.360
H: -6.198 -0.063 6.632
H: -5.165 -1.621 8.232
H: -3.427 -3.218 7.466
H: -2.723 -3.257 5.128

Output
Energy: -6506.96465 Ha
HOMO-LUMO gap (spin up / spin down): 0.2857 / 0.2588 Ha
Total charge: +1
Spin multiplicity: 2
E_LUMO (spin up / spin down): -1.696 / -3.257 eV

=====

Below is a structure of composition C69H65BF2Ge3RuS9, with properties calculated with wB97M-V/def2-TZVPD.

Cartesian coordinates (Å):
Ru: -0.200 -1.557 -2.265
C: -4.844 2.759 -3.293
C: -4.513 2.633 -1.831
C: -3.973 3.694 -1.119
C: -3.611 3.567 0.216
C: -3.017 4.744 0.948
C: -3.798 2.335 0.858
C: -4.364 1.257 0.159
C: -4.581 -0.095 0.794
C: -4.714 1.428 -1.173
C: -3.396 2.163 2.284
C: -4.353 2.260 3.288
C: -4.003 2.024 4.608
C: -2.699 1.675 4.917
C: -1.725 1.572 3.921
C: -2.065 1.852 2.592
Ge: -0.979 1.374 0.869
S: -1.316 -0.957 -0.248
S: -0.076 3.125 -0.413
Ge: 1.636 1.624 -0.508
S: 1.341 0.272 -2.230
S: 1.188 0.816 1.541
C: 3.460 2.517 -0.560
C: 3.629 3.911 -0.497
C: 4.908 4.466 -0.545
C: 6.031 3.668 -0.643
C: 5.880 2.295 -0.665
C: 4.616 1.713 -0.621
C: 4.559 0.224 -0.545
C: 4.674 -0.561 -1.696
C: 4.882 0.045 -3.060
C: 4.607 -1.944 -1.578
C: 4.428 -2.562 -0.351
C: 4.264 -4.054 -0.249
C: 4.381 -1.769 0.788
C: 4.458 -0.385 0.715
C: 4.427 0.431 1.983
C: 2.520 4.894 -0.330
C: 2.123 5.259 0.960
C: 2.717 4.572 2.161
C: 1.127 6.214 1.113
C: 0.528 6.818 0.015
C: -0.571 7.832 0.203
C: 0.953 6.460 -1.256
C: 1.938 5.499 -1.447
C: 2.315 5.050 -2.832
C: -0.362 1.149 4.352
C: 0.590 2.108 4.699
C: 0.289 3.569 4.501
C: 1.833 1.695 5.166
C: 2.146 0.350 5.287
C: 3.501 -0.099 5.771
C: 1.192 -0.592 4.923
C: -0.056 -0.214 4.449
C: -1.036 -1.254 3.977
H: -4.848 3.803 -3.607
H: -5.818 2.321 -3.514
H: -4.097 2.225 -3.884
H: -3.806 4.643 -1.621
H: -3.386 5.682 0.530
H: -1.928 4.734 0.845
H: -3.251 4.711 2.012
H: -4.155 -0.148 1.793
H: -4.120 -0.878 0.187
H: -5.649 -0.317 0.861
H: -5.114 0.581 -1.721
H: -5.375 2.509 3.023
H: -4.749 2.094 5.391
H: -2.418 1.460 5.943
H: 5.004 5.546 -0.500
H: 7.017 4.115 -0.681
H: 6.749 1.648 -0.709
H: 4.668 1.112 -3.060
H: 4.222 -0.434 -3.782
H: 5.916 -0.101 -3.388
H: 4.660 -2.549 -2.476
H: 4.590 -4.549 -1.164
H: 3.211 -4.304 -0.100
H: 4.827 -4.458 0.595
H: 4.273 -2.239 1.762
H: 4.896 -0.121 2.799
H: 3.393 0.645 2.266
H: 4.944 1.382 1.862
H: 3.808 4.613 2.141
H: 2.427 3.516 2.167
H: 2.364 5.031 3.085
H: 0.791 6.476 2.112
H: -1.195 7.567 1.058
H: -1.203 7.881 -0.683
H: -0.158 8.829 0.382
H: 0.480 6.909 -2.124
H: 1.891 5.712 -3.587
H: 1.923 4.043 -3.006
H: 3.398 5.007 -2.960
H: 0.289 3.798 3.430
H: 1.036 4.195 4.991
H: -0.698 3.825 4.888
H: 2.580 2.442 5.420
H: 4.095 0.747 6.117
H: 4.044 -0.589 4.961
H: 3.406 -0.815 6.590
H: 1.437 -1.648 4.983
H: -0.749 -2.248 4.321
H: -1.048 -1.265 2.882
H: -2.051 -1.037 4.310
S: 0.151 -5.549 -8.364
C: 0.198 -4.519 -7.081
S: -0.775 -3.092 -6.961
C: -0.271 -2.582 -5.363
C: 0.695 -3.349 -4.787
S: 1.439 -2.965 -3.292
S: 1.217 -4.748 -5.702
S: -0.968 -1.203 -4.626
F: -2.135 0.898 -2.137
B: -2.106 -0.407 -1.784
F: -3.170 -1.118 -2.278
C: -3.639 -5.898 -5.292
C: -3.886 -4.576 -4.948
C: -3.143 -3.967 -3.946
C: -2.148 -4.662 -3.255
C: -1.934 -5.996 -3.596
C: -2.661 -6.606 -4.611
Ge: -1.258 -3.740 -1.708
C: -0.027 -5.158 -0.960
C: 0.848 -5.876 -1.778
C: 1.697 -6.847 -1.264
C: 1.700 -7.123 0.095
C: 0.842 -6.422 0.928
C: -0.008 -5.456 0.403
C: -2.778 -3.993 -0.398
C: -2.697 -3.568 0.932
C: -3.725 -3.792 1.838
C: -4.872 -4.460 1.434
C: -4.967 -4.908 0.126
C: -3.933 -4.678 -0.774
H: -4.202 -6.371 -6.088
H: -4.651 -4.011 -5.468
H: -3.345 -2.933 -3.692
H: -1.196 -6.574 -3.051
H: -2.462 -7.639 -4.873
H: 0.874 -5.676 -2.840
H: 2.368 -7.381 -1.929
H: 2.365 -7.877 0.502
H: 0.830 -6.625 1.993
H: -0.672 -4.929 1.074
H: -1.817 -3.043 1.270
H: -3.628 -3.442 2.860
H: -5.680 -4.632 2.135
H: -5.855 -5.441 -0.199
H: -4.029 -5.038 -1.791

Output
Energy: -12802.72297 Ha
HOMO-LUMO gap (spin up / spin down): 0.1846 / 0.2114 Ha
Total charge: -2
Spin multiplicity: 5
E_LUMO (spin up / spin down): 3.806 / 3.031 eV

=====

Below is a structure of composition C69H77AuGe2N4S4, with properties calculated with wB97M-V/def2-TZVPD.

Cartesian coordinates (Å):
Au: -0.274 -0.329 0.373
C: 1.527 -1.557 -3.535
C: 1.110 -2.463 -2.370
C: 2.237 -2.706 -1.398
C: 2.911 -3.918 -1.426
C: 4.017 -4.144 -0.619
C: 4.461 -3.135 0.215
C: 3.817 -1.901 0.278
C: 4.374 -0.857 1.218
C: 5.636 -0.196 0.651
C: 2.685 -1.688 -0.529
N: 1.912 -0.520 -0.433
C: 2.355 0.676 -0.625
C: 1.523 1.794 -0.411
C: 1.754 3.167 -0.540
C: 0.572 3.805 -0.165
C: -0.347 2.807 0.180
N: 0.228 1.613 0.032
H: 0.696 -1.426 -4.231
H: 2.370 -1.986 -4.079
H: 1.819 -0.572 -3.172
H: 0.778 -3.424 -2.772
H: 0.259 -2.002 -1.867
H: 2.577 -4.693 -2.109
H: 4.528 -5.098 -0.646
H: 5.330 -3.303 0.843
H: 4.632 -1.345 2.160
H: 3.617 -0.106 1.445
H: 6.412 -0.944 0.477
H: 6.032 0.553 1.340
H: 5.435 0.293 -0.303
H: 3.362 0.842 -1.010
H: 2.677 3.626 -0.866
H: 0.377 4.867 -0.147
H: -1.368 2.915 0.516
C: -5.161 -5.788 3.870
C: -5.488 -4.500 3.160
C: -5.106 -4.281 1.844
C: -5.401 -3.093 1.187
C: -5.008 -2.915 -0.258
C: -6.087 -2.087 1.882
C: -6.514 -2.302 3.193
C: -7.287 -1.257 3.955
C: -6.202 -3.506 3.814
C: -6.440 -0.806 1.206
C: -7.743 -0.669 0.727
C: -8.145 0.490 0.086
C: -7.237 1.519 -0.099
C: -5.924 1.403 0.349
C: -5.528 0.241 1.026
Ge: -3.611 0.103 1.581
S: -2.597 -0.191 -0.347
S: -2.682 1.801 2.779
Ge: -1.445 0.169 3.768
S: 0.481 -0.261 2.780
S: -2.952 -1.429 3.174
C: -0.916 0.447 5.705
C: -1.732 -0.040 6.740
C: -1.275 -0.021 8.059
C: -0.053 0.522 8.383
C: 0.722 1.074 7.385
C: 0.325 1.048 6.048
C: 1.274 1.771 5.148
C: 0.955 3.029 4.620
C: -0.377 3.698 4.837
C: 1.909 3.708 3.866
C: 3.180 3.198 3.658
C: 4.195 3.949 2.838
C: 3.498 1.976 4.242
C: 2.574 1.261 4.982
C: 2.970 -0.071 5.570
C: -3.134 -0.541 6.627
C: -4.200 0.360 6.678
C: -4.018 1.851 6.544
C: -5.484 -0.131 6.908
C: -5.732 -1.481 7.087
C: -7.105 -1.977 7.458
C: -4.669 -2.369 6.947
C: -3.379 -1.921 6.724
C: -2.244 -2.902 6.580
C: -4.988 2.534 0.070
C: -4.750 3.527 1.021
C: -5.454 3.548 2.357
C: -3.874 4.568 0.709
C: -3.252 4.650 -0.524
C: -2.304 5.770 -0.859
C: -3.540 3.672 -1.475
C: -4.403 2.625 -1.207
C: -4.726 1.619 -2.282
H: -4.574 -6.452 3.235
H: -6.074 -6.312 4.160
H: -4.590 -5.589 4.780
H: -4.565 -5.060 1.313
H: -4.708 -3.869 -0.693
H: -4.170 -2.222 -0.361
H: -5.837 -2.511 -0.841
H: -7.478 -0.370 3.358
H: -6.725 -0.960 4.838
H: -8.247 -1.659 4.287
H: -6.519 -3.670 4.838
H: -8.438 -1.489 0.870
H: -9.163 0.590 -0.271
H: -7.539 2.434 -0.596
H: -1.920 -0.420 8.835
H: 0.281 0.547 9.414
H: 1.656 1.561 7.636
H: -0.931 3.259 5.664
H: -0.990 3.621 3.936
H: -0.235 4.760 5.043
H: 1.649 4.674 3.442
H: 3.964 5.014 2.808
H: 4.201 3.580 1.808
H: 5.199 3.823 3.247
H: 4.496 1.570 4.106
H: 3.849 -0.464 5.059
H: 2.160 -0.795 5.475
H: 3.212 0.024 6.631
H: -2.969 2.135 6.548
H: -4.520 2.375 7.360
H: -4.453 2.197 5.604
H: -6.305 0.577 6.981
H: -7.838 -1.172 7.417
H: -7.097 -2.377 8.474
H: -7.440 -2.778 6.795
H: -4.852 -3.436 7.045
H: -2.608 -3.928 6.629
H: -1.496 -2.762 7.362
H: -1.743 -2.757 5.619
H: -6.061 2.658 2.510
H: -6.106 4.423 2.416
H: -4.732 3.615 3.171
H: -3.682 5.330 1.459
H: -2.166 6.438 -0.008
H: -2.683 6.357 -1.698
H: -1.329 5.371 -1.145
H: -3.068 3.734 -2.452
H: -4.039 1.726 -3.121
H: -5.745 1.762 -2.650
H: -4.649 0.600 -1.901
N: -0.645 -2.307 0.819
C: -0.704 -3.453 0.779
N: -0.779 -4.752 0.738
C: -1.448 -5.440 -0.371
C: -0.480 -6.441 -0.991
C: 0.047 -7.400 0.078
C: 0.718 -6.622 1.214
C: -0.242 -5.596 1.808
H: -1.782 -4.700 -1.096
H: -2.328 -5.960 0.022
H: 0.357 -5.892 -1.432
H: -0.990 -6.987 -1.788
H: 0.758 -8.099 -0.364
H: -0.781 -7.994 0.478
H: 1.599 -6.100 0.830
H: 1.039 -7.302 2.006
H: 0.259 -4.961 2.535
H: -1.077 -6.102 2.303

Output
Energy: -8777.01267 Ha
HOMO-LUMO gap (spin up / spin down): 0.2210 / 0.2208 Ha
Total charge: 0
E_LUMO (spin up / spin down): -1.265 / -1.267 eV

=====

Below is the molecule C6H10, with properties calculated with wB97M-V/def2-TZVPD.

Cartesian coordinates (Å):
C: -1.679 0.113 -0.142
C: -0.194 -0.186 -0.157
C: 0.326 -1.120 0.832
C: 0.612 0.384 1.100
C: 1.890 0.869 0.716
C: 0.477 -0.040 -1.509
H: -2.120 -0.017 0.852
H: -2.186 -0.584 -0.822
H: -1.895 1.130 -0.487
H: -0.373 -1.572 1.533
H: 1.200 -1.715 0.590
H: -0.042 0.854 1.839
H: 2.050 1.857 1.188
H: 1.558 -0.119 -1.395
H: 0.119 -0.803 -2.207
H: 0.256 0.949 -1.930

Output
Energy: -234.45869 Ha
HOMO-LUMO gap: 0.3046 Ha
Total charge: 0
E_LUMO: 0.215 eV

=====

Below is the molecule C6H10, with properties calculated with wB97M-V/def2-TZVPD.

Cartesian coordinates (Å):
C: 1.538 1.039 -0.720
C: 0.377 0.667 -0.172
C: -0.443 1.672 0.600
C: -0.023 -0.771 -0.190
C: 0.197 -1.543 -1.247
C: -0.854 -1.318 0.931
H: 2.165 0.647 -1.508
H: 1.921 1.991 -0.351
H: -1.157 1.168 1.252
H: -1.042 2.275 -0.075
H: 0.227 2.226 1.241
H: -0.169 -2.559 -1.245
H: 0.643 -1.182 -2.164
H: -0.565 -0.992 1.931
H: -0.944 -2.394 0.912
H: -1.870 -0.927 0.805

Output
Energy: -234.55430 Ha
HOMO-LUMO gap: 0.3505 Ha
Total charge: 0
SMILES: C=C(C)C(=C)C
E_LUMO: 1.085 eV

=====

Below is the molecule C6H10, with properties calculated with wB97M-V/def2-TZVPD.

Cartesian coordinates (Å):
C: -0.572 -0.768 2.329
C: -0.636 0.006 1.077
C: 0.692 0.311 0.518
C: 0.743 0.513 -0.985
C: -0.020 -0.457 -1.842
C: -0.494 0.961 -1.704
H: -1.358 -0.499 3.042
H: -0.877 -1.760 1.943
H: 0.403 -0.891 2.830
H: -1.368 1.126 -1.082
H: 0.825 1.292 1.033
H: 1.529 -0.318 0.875
H: 1.699 0.863 -1.370
H: -0.589 -1.223 -1.318
H: 0.408 -0.778 -2.787
H: -0.386 1.623 -2.558

Output
Energy: -234.45536 Ha
HOMO-LUMO gap: 0.3202 Ha
Total charge: 0
E_LUMO: 0.466 eV